1.
Below is a 9-piece molecular cluster, C27H46N12O3 overall in a non-equilibrium geometry, with properties calculated with ωB97M-V/def2-TZVPD.

Structure (ORCA input):
```
! wB97M-V def2-TZVPD RIJCOSX def2/J DEFGRID3
* xyz 0 1
C 23.263 10.740 -15.821
O 22.650 9.703 -15.848
N 23.676 11.337 -16.871
N 23.511 11.475 -14.747
H 23.634 10.618 -17.579
H 24.391 12.049 -16.838
H 23.293 10.998 -13.884
H 24.126 12.264 -14.889
C 19.150 4.173 -13.044
O 18.918 3.211 -13.769
N 18.683 5.362 -13.350
N 19.927 4.197 -11.988
H 17.941 5.387 -14.035
H 18.977 6.172 -12.823
H 20.237 3.300 -11.642
H 20.179 5.007 -11.439
C 20.043 8.313 -13.766
O 19.181 8.155 -12.959
N 20.139 7.654 -14.912
N 20.903 9.244 -13.697
H 19.382 6.985 -14.920
H 20.970 7.666 -15.484
H 21.085 9.981 -13.032
H 21.379 9.357 -14.581
C 23.208 6.497 -13.742
C 23.936 6.908 -12.481
C 22.999 7.693 -11.489
C 21.927 6.946 -10.919
N 21.021 6.394 -10.489
H 23.811 5.828 -14.357
H 22.823 7.386 -14.242
H 22.300 5.971 -13.449
H 24.787 7.506 -12.807
H 24.353 5.957 -12.147
H 22.558 8.541 -12.012
H 23.526 8.221 -10.694
C 29.053 6.344 -12.085
C 28.711 7.693 -11.403
C 27.346 7.854 -10.622
C 26.735 6.822 -9.784
N 26.219 6.054 -9.092
H 30.110 6.138 -12.250
H 28.573 6.277 -13.061
H 28.662 5.498 -11.520
H 28.795 8.484 -12.148
H 29.451 7.950 -10.645
H 26.490 8.201 -11.200
H 27.394 8.708 -9.946
N 21.076 11.287 -9.317
C 21.213 12.180 -10.358
C 22.501 12.035 -10.921
C 23.051 11.177 -10.089
C 22.183 10.496 -9.243
H 20.234 11.126 -8.785
H 20.426 12.888 -10.571
H 22.845 12.635 -11.750
H 24.078 10.860 -10.190
H 22.432 9.680 -8.581
N 19.444 3.228 -7.304
C 20.060 4.232 -8.030
C 20.659 5.096 -7.147
C 20.444 4.532 -5.881
C 19.715 3.418 -5.973
H 18.839 2.531 -7.715
H 19.907 4.272 -9.099
H 21.183 6.003 -7.409
H 20.945 4.908 -5.001
H 19.216 2.746 -5.291
N 24.622 6.366 -18.351
C 24.513 5.925 -19.601
C 24.708 4.551 -19.595
C 25.037 4.226 -18.277
C 24.978 5.357 -17.505
H 24.634 7.320 -18.021
H 24.255 6.613 -20.392
H 24.815 3.865 -20.422
H 25.337 3.224 -18.005
H 25.182 5.413 -16.446
N 18.450 9.562 -7.508
C 19.515 8.647 -7.650
C 20.428 9.037 -6.649
C 20.022 10.180 -5.963
C 18.695 10.365 -6.415
H 17.587 9.431 -8.016
H 19.517 7.936 -8.462
H 21.419 8.637 -6.491
H 20.434 10.758 -5.149
H 17.871 10.977 -6.081
*
```

- HOMO energy: -0.2892 Ha
- Structure (SMILES): c1cc[nH]c1.c1cc[nH]c1.c1cc[nH]c1.c1cc[nH]c1.NC(N)=O.NC(N)=O.NC(N)=O.CCCC#N.CCCC#N

***

2.
Below is an isolated molecule of C4H7NO, with properties calculated with ωB97M-V/def2-TZVPD.

Structure (ORCA input):
```
! wB97M-V def2-TZVPD RIJCOSX def2/J DEFGRID3
* xyz 0 1
C -1.234 -0.139 -2.090
O -1.477 -0.487 -0.741
C -0.732 0.246 0.168
C 2.093 -0.167 2.237
C 1.347 -0.160 1.158
N 0.678 -0.158 0.134
H -0.193 0.171 -2.247
H -1.434 -1.034 -2.686
H -1.909 0.670 -2.409
H -1.169 0.062 1.154
H -0.760 1.325 -0.051
H 2.142 -1.054 2.860
H 2.648 0.724 2.512
*
```

- Energy above the lowest of the compared OMol25 structures with the same formula, charge and spin: 61.32 kcal/mol
- HOMO energy: -0.3317 Ha
- Structure (SMILES): C=C=NCOC

***

3.
Below is C25H16OPS4W as an isolated structure in a non-equilibrium geometry, with properties calculated with ωB97M-V/def2-TZVPD.

Structure (ORCA input):
```
! wB97M-V def2-TZVPD RIJCOSX def2/J DEFGRID3
* xyz 1 3
W 1.438 -0.481 1.263
O 6.874 0.282 2.965
C 5.783 -0.022 2.636
S 4.358 -0.311 3.793
C 3.296 -1.170 2.739
C 3.763 -1.208 1.379
S 2.849 -1.807 -0.051
S 5.180 -0.268 0.958
S 1.675 -1.661 3.245
C -4.854 -1.431 1.891
C -3.756 -1.403 2.730
C -2.437 -1.100 2.217
C -2.302 -0.963 0.870
C -3.373 -1.078 -0.011
C -4.636 -1.254 0.530
P -0.719 -0.334 0.165
C -0.318 -1.412 -1.229
C -0.631 -2.777 -1.050
C -0.469 -3.710 -2.054
C 0.129 -3.308 -3.246
C 0.465 -1.987 -3.436
C 0.327 -1.049 -2.401
C -0.841 1.348 -0.426
C -1.840 1.920 -1.172
C -1.703 3.214 -1.654
C -0.558 3.905 -1.409
C 0.507 3.335 -0.746
C 1.770 4.026 -0.642
C 2.706 3.524 0.172
C 2.518 2.326 0.854
C 1.379 1.540 0.648
C 0.350 2.052 -0.215
H -5.886 -1.508 2.279
H -3.882 -1.431 3.854
H -1.658 -0.900 2.964
H -3.203 -1.035 -1.065
H -5.510 -1.388 -0.099
H -1.092 -3.050 -0.101
H -0.716 -4.697 -1.884
H 0.292 -4.058 -4.032
H 0.892 -1.681 -4.394
H 0.782 -0.071 -2.525
H -2.744 1.435 -1.338
H -2.575 3.657 -2.078
H -0.431 4.941 -1.638
H 1.856 4.967 -1.104
H 3.635 4.061 0.374
H 3.310 2.018 1.476
*
```

- Energy above the lowest of the compared OMol25 structures with the same formula, charge and spin: 5.31 kcal/mol
- ⟨S²⟩: 2.02
- HOMO energy (spin up / spin down): -0.4223 / -0.4257 Ha